Record 1
The following is a quantum chemistry calculation of one molecule with the formula C27H22N4O6 at a distorted geometry, from OMol25.

Results
M: 498.5 g/mol
Relative energy (zero: lowest compared OMol25 entry of this formula, charge and spin): 0.5 kcal per mole
Kohn-Sham gap: 0.277 Eh
DFT total energy: -1712.58807 hartree
HOMO: -0.3029 Eh
SMILES: CCOC(=O)c1cc2c(=O)n3ccccc3nc2n(Cc2ccco2)/c1=N/C(=O)c1ccc(OC)cc1

Each line ends with the Mulliken charge.
Geometry (Å):
C  2.4920  4.0431  1.9968  -1.377
C  2.0025  3.4785  0.6712  -0.048
O  1.1981  2.3146  0.8671  -0.231
C  1.8431  1.1503  0.9936  -0.312
O  3.0380  1.0228  0.9606  -0.554
C  0.8716  0.0426  1.2117  1.539
C  -0.0830  0.1467  2.1696  -0.920
C  -0.9765  -0.9249  2.4143  0.665
C  -1.9609  -0.8345  3.4477  0.225
O  -2.1532  0.0966  4.2005  -0.681
N  -2.7888  -2.0083  3.5623  0.094
C  -3.7521  -2.0085  4.5216  -0.254
C  -4.5756  -3.0698  4.7058  -0.680
C  -4.4279  -4.2042  3.8776  -0.269
C  -3.4667  -4.2112  2.9155  -0.759
C  -2.6096  -3.0942  2.7317  0.382
N  -1.6959  -3.1369  1.7945  -0.375
C  -0.8873  -2.0813  1.6211  0.398
N  0.0392  -2.1545  0.6402  0.091
C  0.0563  -3.2984  -0.2653  -1.240
C  -0.4890  -2.8997  -1.5959  0.575
C  0.1107  -2.7202  -2.8069  -0.474
C  -0.9055  -2.2792  -3.6897  -0.433
C  -2.0430  -2.2169  -2.9480  -0.628
O  -1.8042  -2.5890  -1.6786  -0.355
C  0.9578  -1.1428  0.3799  -0.305
N  1.7880  -1.3708  -0.5593  -0.214
C  2.6416  -0.5969  -1.2761  -0.496
O  3.7895  -0.9188  -1.4900  -0.686
C  2.0270  0.6102  -1.9179  0.644
C  2.8952  1.5772  -2.4106  -1.446
C  2.4213  2.7549  -2.9566  -0.172
C  1.0496  2.9783  -3.0283  0.878
O  0.4668  4.1003  -3.5328  -0.451
C  1.2940  5.1127  -4.0534  -0.872
C  0.1729  1.9989  -2.5557  -1.032
C  0.6550  0.8326  -2.0054  0.526
H  3.0477  4.9595  1.8204  0.421
H  1.6489  4.2579  2.6492  0.319
H  3.1449  3.3243  2.4857  0.323
H  2.8510  3.2139  0.0317  0.292
H  1.3509  4.1847  0.1525  0.332
H  -0.1768  1.0342  2.7769  0.621
H  -3.7929  -1.1007  5.1074  0.451
H  -5.3299  -3.0430  5.4738  0.408
H  -5.0776  -5.0545  4.0140  0.422
H  -3.3114  -5.0483  2.2557  0.461
H  -0.5587  -4.0736  0.1942  0.611
H  1.0909  -3.6220  -0.3880  0.410
H  1.1450  -2.8728  -3.0333  0.548
H  -0.7970  -2.0378  -4.7266  0.458
H  -3.0474  -1.9347  -3.1942  0.486
H  3.9564  1.3897  -2.3434  0.446
H  3.1255  3.4876  -3.3185  0.442
H  1.9548  5.5280  -3.2854  0.323
H  0.6195  5.8914  -4.4062  0.252
H  1.8957  4.7485  -4.8921  0.349
H  -0.8873  2.1823  -2.6309  0.477
H  -0.0432  0.0863  -1.6560  0.394

=====

Record 2
The following is a quantum chemistry calculation of a 2-piece molecular cluster, C3H2N2 overall at a distorted geometry, from OMol25.

Results
M: 66.1 g/mol
Relative energy (zero: lowest compared OMol25 entry of this formula, charge and spin): 114.2 kcal per mole
Kohn-Sham gap (spin up / spin down): 0.342 / 0.255 Eh
DFT total energy: -224.81514 hartree
HOMO (spin up / spin down): -0.4491 / -0.3984 Eh

Each line ends with the Mulliken charge.
Geometry (Å):
C  -0.9301  -0.9786  0.0066  0.432
C  1.7346  0.2675  -0.0011  0.003
C  -0.9682  0.4413  -0.0807  -0.637
N  -1.0357  -2.1311  0.0092  -0.287
N  2.8324  0.5314  0.0221  -0.243
H  -0.8866  1.1705  -0.8634  0.373
H  -0.7465  0.6989  0.9073  0.359

=====

- Which of these has the lowest relative energy (zero: lowest compared OMol25 entry of this formula, charge and spin)?
  C27H22N4O6